DFT (ωB97M-V/def2-TZVPD) results for a cluster of 2 separate species, C23H20BCl4NO3 in total.

Geometry (Å):
Cl -1.70 2.10 6.49
B -0.83 2.63 4.96
Cl -1.81 4.01 4.11
Cl 0.91 3.28 5.30
O -0.68 1.44 4.07
C -0.07 1.38 2.94
C 0.75 0.22 2.60
C 1.71 0.29 1.58
C 2.39 -0.85 1.18
C 2.13 -2.09 1.79
Cl 2.91 -3.51 1.22
C 1.13 -2.17 2.78
C 0.46 -1.02 3.20
H 0.09 2.29 2.35
H 1.94 1.26 1.14
H 3.15 -0.80 0.40
H 0.90 -3.14 3.21
H -0.28 -1.06 4.00
O 0.65 0.63 -1.06
C -0.34 -0.10 -1.01
O -0.37 -1.36 -1.53
C 0.92 -1.73 -2.09
C 0.76 -3.04 -2.79
C 0.96 -3.11 -4.18
C 0.60 -4.27 -4.88
C 0.11 -5.38 -4.17
C 0.09 -5.36 -2.77
C 0.42 -4.20 -2.07
N -1.57 0.24 -0.44
C -1.63 1.36 0.41
C -1.85 1.20 1.76
C -1.35 2.65 -0.22
C -1.32 3.84 0.53
C -0.88 5.05 -0.04
C -0.54 5.10 -1.39
C -0.71 3.96 -2.20
C -1.16 2.76 -1.62
H 1.23 -0.95 -2.81
H 1.64 -1.80 -1.25
H 1.38 -2.23 -4.68
H 0.69 -4.28 -5.97
H -0.24 -6.25 -4.72
H -0.21 -6.25 -2.21
H 0.41 -4.15 -0.98
H -2.17 -0.54 -0.21
H -2.16 2.06 2.34
H -2.10 0.19 2.10
H -1.60 3.82 1.58
H -0.79 5.94 0.60
H -0.13 6.02 -1.82
H -0.45 4.00 -3.27
H -1.37 1.89 -2.25

Properties
Energy: -3034.6672 hartree
Max |F|: 1.980 eV Å⁻¹
Energy above the lowest of the compared OMol25 structures with the same formula, charge and spin: 13.4 kcal/mol
Frontier orbital gap: 7.09 eV

Charges obtained by Löwdin population analysis, quoted in units of e: atom 1 (Cl): 0.520, atom 2 (B): -1.827, atom 3 (Cl): 0.502, atom 4 (Cl): 0.478, atom 5 (O): -0.107, atom 6 (C): -0.155, atom 7 (C): -0.164, atom 8 (C): -0.004, atom 9 (C): -0.102, atom 10 (C): -0.660, atom 11 (Cl): 0.710, atom 12 (C): -0.077, atom 13 (C): 0.014, atom 14 (H): 0.143, atom 15 (H): 0.135, atom 16 (H): 0.116, atom 17 (H): 0.109, atom 18 (H): 0.138, atom 19 (O): 0.083, atom 20 (C): -0.508, atom 21 (O): 0.034, atom 22 (C): -0.107, atom 23 (C): -0.207, atom 24 (C): -0.034, atom 25 (C): -0.079, atom 26 (C): -0.087, atom 27 (C): -0.077, atom 28 (C): -0.033, atom 29 (N): 0.157, atom 30 (C): -0.199, atom 31 (C): 0.057, atom 32 (C): -0.156, atom 33 (C): -0.023, atom 34 (C): -0.057, atom 35 (C): -0.069, atom 36 (C): -0.058, atom 37 (C): -0.018, atom 38 (H): 0.132, atom 39 (H): 0.114, atom 40 (H): 0.115, atom 41 (H): 0.106, atom 42 (H): 0.103, atom 43 (H): 0.104, atom 44 (H): 0.111, atom 45 (H): 0.167, atom 46 (H): 0.058, atom 47 (H): 0.113, atom 48 (H): 0.039, atom 49 (H): 0.117, atom 50 (H): 0.106, atom 51 (H): 0.109, atom 52 (H): 0.117

---

DFT (ωB97M-V/def2-TZVPD) results for a structure of composition C40H41ClN3PSSbSeZn.

Geometry (Å):
Zn -1.16 -0.53 1.32
C 1.70 -2.38 1.49
C 1.83 -0.93 1.78
C 3.07 -0.42 2.12
C 3.31 0.92 2.32
C 2.18 1.74 2.26
C 2.18 3.12 2.58
C 1.03 3.86 2.39
C -0.02 3.44 1.61
C -0.03 2.10 1.17
S -1.24 1.54 0.11
C 0.98 1.22 1.66
N 0.77 -0.13 1.62
H 2.22 -2.61 0.54
H 0.62 -2.67 1.53
H 2.14 -3.03 2.33
H 3.82 -1.19 2.26
H 4.25 1.35 2.59
H 3.02 3.56 3.12
H 0.94 4.86 2.82
H -0.89 4.10 1.41
Cl 0.87 -1.19 -1.50
C -0.40 -1.58 -2.52
C -0.06 -1.72 -3.86
C -1.07 -1.58 -4.83
C -2.42 -1.44 -4.46
C -2.71 -1.42 -3.11
C -1.72 -1.63 -2.10
P -2.08 -1.87 -0.36
C -3.76 -1.29 -0.12
C -4.22 -0.09 -0.58
C -5.53 0.34 -0.33
C -6.46 -0.54 0.18
C -6.04 -1.78 0.67
C -4.70 -2.14 0.59
C -2.18 -3.67 -0.29
C -1.35 -4.44 0.53
C -1.30 -5.79 0.31
C -2.10 -6.45 -0.63
C -3.06 -5.69 -1.33
C -3.03 -4.30 -1.18
H 1.00 -1.81 -4.10
H -0.79 -1.59 -5.90
H -3.19 -1.20 -5.18
H -3.77 -1.24 -2.86
H -3.62 0.71 -1.03
H -5.84 1.29 -0.72
H -7.55 -0.34 0.13
H -6.70 -2.46 1.19
H -4.32 -3.08 1.02
H -0.91 -4.00 1.41
H -0.71 -6.43 0.97
H -2.04 -7.55 -0.75
H -3.80 -6.12 -2.01
H -3.79 -3.68 -1.62
Se -0.89 -2.79 3.98
N -1.68 -1.42 2.94
C -2.00 -0.42 3.81
C -2.58 0.85 3.57
C -3.14 1.54 4.60
C -2.91 1.20 5.97
C -2.23 0.11 6.27
C -1.74 -0.73 5.23
N -1.18 -1.93 5.52
H -2.53 1.17 2.51
H -3.65 2.47 4.41
H -3.24 1.91 6.73
H -1.97 -0.18 7.30
C 6.00 2.72 -1.02
C 4.69 3.23 -0.50
Sb 3.14 2.72 -1.93
C 2.94 4.41 -3.45
C 4.11 5.37 -3.31
C 3.87 1.02 -3.05
C 4.84 1.32 -4.21
H 6.81 2.74 -0.28
H 6.36 3.18 -1.93
H 5.95 1.61 -1.11
H 4.62 4.31 -0.43
H 4.41 2.73 0.45
H 2.01 4.90 -3.23
H 2.88 3.96 -4.43
H 3.97 6.20 -2.57
H 4.29 5.86 -4.27
H 5.05 4.92 -3.08
H 2.98 0.58 -3.49
H 4.20 0.33 -2.28
H 4.70 2.30 -4.59
H 4.69 0.54 -4.93
H 5.88 1.14 -3.87

Properties
Energy: -7333.5604 hartree
Charge: +1
Max |F|: 3.323 eV Å⁻¹
Energy above the lowest of the compared OMol25 structures with the same formula, charge and spin: 19.8 kcal/mol
Frontier orbital gap: 4.56 eV

Charges obtained by Löwdin population analysis, quoted in units of e: atom 1 (Zn): 0.342, atom 2 (C): -0.081, atom 3 (C): -0.341, atom 4 (C): -0.010, atom 5 (C): 0.024, atom 6 (C): -0.164, atom 7 (C): -0.031, atom 8 (C): -0.089, atom 9 (C): -0.101, atom 10 (C): -0.668, atom 11 (S): 0.666, atom 12 (C): -0.235, atom 13 (N): 0.033, atom 14 (H): 0.082, atom 15 (H): 0.002, atom 16 (H): 0.115, atom 17 (H): 0.121, atom 18 (H): 0.123, atom 19 (H): 0.120, atom 20 (H): 0.113, atom 21 (H): 0.122, atom 22 (Cl): 0.803, atom 23 (C): -0.702, atom 24 (C): -0.094, atom 25 (C): -0.048, atom 26 (C): -0.068, atom 27 (C): -0.068, atom 28 (C): -0.354, atom 29 (P): 0.999, atom 30 (C): -0.384, atom 31 (C): -0.143, atom 32 (C): -0.063, atom 33 (C): -0.073, atom 34 (C): -0.072, atom 35 (C): -0.063, atom 36 (C): -0.362, atom 37 (C): -0.098, atom 38 (C): -0.080, atom 39 (C): -0.055, atom 40 (C): -0.043, atom 41 (C): -0.087, atom 42 (H): 0.105, atom 43 (H): 0.120, atom 44 (H): 0.107, atom 45 (H): 0.119, atom 46 (H): 0.084, atom 47 (H): 0.107, atom 48 (H): 0.119, atom 49 (H): 0.108, atom 50 (H): 0.107, atom 51 (H): 0.037, atom 52 (H): 0.111, atom 53 (H): 0.124, atom 54 (H): 0.116, atom 55 (H): 0.104, atom 56 (Se): 1.176, atom 57 (N): -0.280, atom 58 (C): -0.328, atom 59 (C): -0.026, atom 60 (C): -0.016, atom 61 (C): -0.062, atom 62 (C): -0.033, atom 63 (C): -0.325, atom 64 (N): -0.203, atom 65 (H): 0.071, atom 66 (H): 0.118, atom 67 (H): 0.125, atom 68 (H): 0.138, atom 69 (C): -0.233, atom 70 (C): -0.457, atom 71 (Sb): 1.366, atom 72 (C): -0.393, atom 73 (C): -0.220, atom 74 (C): -0.475, atom 75 (C): -0.173, atom 76 (H): 0.068, atom 77 (H): 0.061, atom 78 (H): 0.063, atom 79 (H): 0.040, atom 80 (H): 0.019, atom 81 (H): 0.019, atom 82 (H): 0.031, atom 83 (H): 0.086, atom 84 (H): 0.065, atom 85 (H): 0.028, atom 86 (H): 0.012, atom 87 (H): 0.022, atom 88 (H): 0.037, atom 89 (H): 0.055, atom 90 (H): 0.070

---

DFT (ωB97M-V/def2-TZVPD) results for a cluster of 2 separate species, C19H15F4NO2 in total.

Geometry (Å):
C 2.10 -1.32 -3.44
C 0.96 -0.43 -3.00
N -0.23 -1.08 -2.90
C -1.45 -0.49 -3.01
C -2.49 -1.38 -3.66
O -1.77 0.63 -2.60
O 1.18 0.76 -2.75
H 1.79 -2.36 -3.57
H 2.48 -0.94 -4.39
H 2.92 -1.28 -2.71
H -2.08 -2.37 -3.89
H -3.36 -1.50 -3.01
H -2.82 -0.91 -4.59
F 1.15 4.02 4.85
C 0.33 4.03 3.74
C -0.35 5.20 3.42
C -1.14 5.18 2.27
F -1.83 6.32 1.93
C -1.26 4.06 1.46
C -0.55 2.88 1.79
C -0.66 1.74 0.94
C -0.15 0.48 1.23
C -0.16 -0.55 0.31
C 0.28 -1.88 0.59
C 0.36 -2.83 -0.47
C 0.94 -4.06 -0.25
F 1.10 -4.90 -1.33
C 1.38 -4.47 1.01
C 1.21 -3.56 2.05
F 1.59 -3.95 3.32
C 0.67 -2.29 1.89
C 0.26 2.87 2.97
H -0.26 6.09 4.04
H -1.90 4.08 0.58
H -1.20 1.87 -0.01
H 0.26 0.31 2.23
H -0.49 -0.33 -0.71
H 0.01 -2.55 -1.47
H 1.82 -5.45 1.16
H 0.56 -1.62 2.74
H 0.82 1.98 3.25

Properties
Energy: -1337.6100 hartree
Max |F|: 1.905 eV Å⁻¹
Frontier orbital gap: 3.94 eV

Charges obtained by Löwdin population analysis, quoted in units of e: atom 1 (C): -0.037, atom 2 (C): -0.592, atom 3 (N): 0.028, atom 4 (C): -0.586, atom 5 (C): -0.034, atom 6 (O): -0.017, atom 7 (O): -0.010, atom 8 (H): 0.061, atom 9 (H): 0.077, atom 10 (H): 0.070, atom 11 (H): 0.064, atom 12 (H): 0.069, atom 13 (H): 0.077, atom 14 (F): 0.051, atom 15 (C): -0.215, atom 16 (C): 0.104, atom 17 (C): -0.214, atom 18 (F): 0.056, atom 19 (C): 0.076, atom 20 (C): -0.181, atom 21 (C): 0.085, atom 22 (C): -0.027, atom 23 (C): 0.104, atom 24 (C): -0.161, atom 25 (C): 0.091, atom 26 (C): -0.202, atom 27 (F): 0.057, atom 28 (C): 0.109, atom 29 (C): -0.216, atom 30 (F): 0.046, atom 31 (C): 0.069, atom 32 (C): 0.071, atom 33 (H): 0.142, atom 34 (H): 0.143, atom 35 (H): 0.143, atom 36 (H): 0.099, atom 37 (H): 0.108, atom 38 (H): 0.104, atom 39 (H): 0.141, atom 40 (H): 0.122, atom 41 (H): 0.126

---

DFT (ωB97M-V/def2-TZVPD) results for a cluster of 2 separate species, C5H13NO2 in total.

Geometry (Å):
C 0.90 -2.27 1.14
C 0.91 -0.73 1.36
C -0.37 0.02 1.04
C -0.50 0.48 -0.44
N -0.87 1.90 -0.54
C -1.69 -0.10 -1.20
O -2.74 -0.37 -0.70
H 1.38 -2.46 0.19
H 1.42 -2.76 1.95
H -0.10 -2.68 1.04
H 1.75 -0.39 0.77
H 1.23 -0.52 2.38
H -1.24 -0.65 1.13
H -0.61 0.84 1.71
H 0.39 0.34 -1.06
H -1.66 2.14 0.05
H -0.10 2.48 -0.23
H -1.56 -0.11 -2.29
O 3.23 0.96 -0.68
H 2.83 0.51 0.07
H 2.95 0.51 -1.48

Properties
SMILES: CCC[C@H](N)C=O.O
Energy: -403.5044 hartree
Max |F|: 1.781 eV Å⁻¹
Energy above the lowest of the compared OMol25 structures with the same formula, charge and spin: 45.3 kcal/mol
Frontier orbital gap: 10.24 eV

Charges obtained by Löwdin population analysis, quoted in units of e: atom 1 (C): -0.079, atom 2 (C): -0.243, atom 3 (C): -0.149, atom 4 (C): -0.343, atom 5 (N): 0.038, atom 6 (C): -0.240, atom 7 (O): 0.059, atom 8 (H): 0.063, atom 9 (H): 0.067, atom 10 (H): 0.071, atom 11 (H): 0.049, atom 12 (H): 0.108, atom 13 (H): 0.103, atom 14 (H): 0.111, atom 15 (H): 0.124, atom 16 (H): 0.081, atom 17 (H): 0.080, atom 18 (H): 0.125, atom 19 (O): -0.052, atom 20 (H): -0.011, atom 21 (H): 0.036